[1]
Below is an isolated ion of composition C3H10NS and charge +1 in a non-equilibrium geometry, with properties calculated with ωB97M-V with the def2-TZVPD basis set.

net charge	+1
2S+1	1
energy relative to the best compared isomer or geometry (same formula, charge and spin)	114.93	kcal/mol
Kohn-Sham gap	7.12	eV
HOMO energy	-13.8638	eV
total energy	-572.8160	Ha

Last column: Löwdin charge in e.
Atoms and positions in Å:
C 1.29 -0.83 0.77  -0.491
N 1.03 -2.15 0.35  -0.027
H 1.69 -0.69 1.81  0.095
H 2.11 -0.43 0.09  0.097
H 1.54 -2.87 0.84  0.102
H 0.01 -2.26 0.36  0.073
C -0.03 -0.02 -1.57  -0.012
S -0.34 0.26 0.66  0.906
C -1.67 2.07 0.49  0.006
H -0.16 0.99 -1.93  0.028
H -0.92 -0.58 -1.74  0.024
H 0.98 -0.42 -1.74  0.053
H -1.73 2.28 1.56  0.029
H -1.14 2.86 -0.05  0.052
H -2.66 1.79 0.12  0.066

---

[2]
Below is a 2-piece molecular cluster, C3H10NS overall in a non-equilibrium geometry, with properties calculated with ωB97M-V with the def2-TZVPD basis set.

net charge	+1
2S+1	1
energy relative to the best compared isomer or geometry (same formula, charge and spin)	43.95	kcal/mol
Kohn-Sham gap	4.11	eV
HOMO energy	-10.2882	eV
total energy	-572.9291	Ha

Last column: Löwdin charge in e.
Atoms and positions in Å:
C -5.88 2.59 1.07  0.180
N -6.95 2.01 0.74  0.211
H -5.79 3.67 1.19  0.135
H -5.01 2.00 1.34  0.132
H -7.07 1.00 0.72  0.170
H -7.79 2.50 0.44  0.171
C 1.64 -1.32 0.05  -0.167
C 2.68 -0.66 -0.86  -0.613
S 4.39 -1.25 -0.63  0.680
H 2.12 -1.90 0.84  0.046
H 1.04 -2.04 -0.50  0.066
H 0.98 -0.58 0.50  0.062
H 2.48 -0.77 -1.92  0.050
H 2.69 0.40 -0.65  0.046
H 4.23 -1.98 0.47  -0.170

---

[3]
Below is a 2-piece molecular cluster, C3H10NS2 overall in a non-equilibrium geometry, with properties calculated with ωB97M-V with the def2-TZVPD basis set.

net charge	-1
2S+1	1
energy relative to the best compared isomer or geometry (same formula, charge and spin)	25.57	kcal/mol
Kohn-Sham gap	5.41	eV
HOMO energy	-2.1566	eV
total energy	-971.4224	Ha

Last column: Löwdin charge in e.
Atoms and positions in Å:
C -0.41 3.61 -0.67  -0.726
S 0.60 2.06 -0.74  0.048
H -1.32 3.44 -1.32  -0.016
H -0.68 3.81 0.43  -0.005
H 0.20 4.45 -1.01  -0.040
C 0.63 -1.09 0.14  -0.463
C -0.54 -2.07 0.19  -0.595
S -2.05 -1.31 -0.51  0.628
N 1.78 -1.69 0.78  -0.039
H 0.90 -0.76 -0.91  0.077
H 0.34 -0.16 0.76  0.054
H -0.28 -3.01 -0.34  0.062
H -0.80 -2.29 1.25  0.065
H -3.02 -1.88 0.29  -0.167
H 2.50 -2.04 0.16  0.054
H 2.16 -1.07 1.49  0.063

---

[4]
Below is a 3-piece molecular cluster, C3H10NS2 overall in a non-equilibrium geometry, with properties calculated with ωB97M-V with the def2-TZVPD basis set.

net charge	+1
2S+1	1
energy relative to the best compared isomer or geometry (same formula, charge and spin)	195.92	kcal/mol
Kohn-Sham gap	3.53	eV
HOMO energy	-12.6989	eV
total energy	-970.8823	Ha

Last column: Löwdin charge in e.
Atoms and positions in Å:
N -0.64 -0.07 1.58  0.079
C 0.61 0.35 1.04  -0.394
C 0.71 1.28 -0.20  -0.642
S 1.39 2.99 0.33  0.673
S -0.77 -2.04 -0.68  0.947
C -1.52 -3.25 -1.64  -0.478
H -1.27 -0.60 0.96  -0.031
H -1.12 0.54 2.23  0.112
H -0.52 2.69 0.52  0.183
H 1.20 0.86 1.88  0.119
H 1.23 -0.52 0.77  0.103
H -0.24 1.31 -0.78  0.053
H 1.37 0.86 -0.98  0.064
H -2.39 -2.82 -2.14  0.048
H -0.80 -3.63 -2.38  0.058
H -1.88 -4.13 -1.05  0.107

---

[5]
Below is an isolated ion of composition C3H10NS2 and charge +1, with properties calculated with ωB97M-V with the def2-TZVPD basis set.

net charge	+1
2S+1	1
energy relative to the best compared isomer or geometry (same formula, charge and spin)	7.94	kcal/mol
SMILES	C[C@@H]([NH3+])CSS
Kohn-Sham gap	9.51	eV
HOMO energy	-12.9451	eV
total energy	-971.1819	Ha

Last column: Löwdin charge in e.
Atoms and positions in Å:
C -0.11 -0.23 2.84  -0.038
C 0.35 -0.78 1.50  -0.377
N -0.81 -1.49 0.82  0.183
C 0.93 0.31 0.59  -0.470
S 0.79 -0.08 -1.20  0.503
S -0.78 1.16 -1.78  0.382
H -0.15 -1.01 3.59  0.093
H 0.53 0.59 3.18  0.101
H -1.09 0.24 2.79  0.096
H 1.08 -1.56 1.69  0.149
H -0.80 -1.20 -0.18  0.056
H -0.60 -2.49 0.79  0.171
H -1.70 -1.35 1.28  0.167
H 0.50 1.29 0.78  0.081
H 1.98 0.32 0.75  0.074
H -0.05 1.72 -2.77  -0.171

---

[6]
Below is a 2-piece molecular cluster, C3H10NS2 overall, with properties calculated with ωB97M-V with the def2-TZVPD basis set.

net charge	+1
2S+1	1
energy relative to the best compared isomer or geometry (same formula, charge and spin)	35.68	kcal/mol
Kohn-Sham gap	9.40	eV
HOMO energy	-13.0018	eV
total energy	-971.1377	Ha

Last column: Löwdin charge in e.
Atoms and positions in Å:
C 0.12 -1.91 1.57  -0.161
C 0.96 -1.51 2.51  0.077
N -1.04 -1.07 1.15  0.167
H 0.09 -2.88 1.12  0.125
H 1.46 -2.29 3.06  0.090
H 1.16 -0.47 2.73  0.086
H -1.21 -0.36 1.86  0.157
H -0.89 -0.65 0.20  -0.004
H -1.89 -1.65 1.10  0.174
C -0.19 2.26 0.08  -0.436
S -0.76 1.15 -1.25  0.425
S 0.86 -0.16 -1.40  0.365
H -0.22 1.72 1.03  0.008
H -0.88 3.10 0.14  0.045
H 0.82 2.59 -0.13  0.038
H 1.73 0.69 -1.96  -0.157

---

[7]
Below is a 2-piece molecular cluster, C3H10O overall in a non-equilibrium geometry, with properties calculated with ωB97M-V with the def2-TZVPD basis set.

2S+1	1
energy relative to the best compared isomer or geometry (same formula, charge and spin)	1.51	kcal/mol
SMILES	CCC.O
Kohn-Sham gap	12.19	eV
HOMO energy	-11.3457	eV
total energy	-195.5265	Ha

Last column: Löwdin charge in e.
Atoms and positions in Å:
C 0.22 -0.51 1.44  -0.148
C 0.08 0.69 0.52  -0.329
C 1.24 0.88 -0.54  -0.109
H -0.57 -0.47 2.20  0.072
H 1.20 -0.52 1.95  0.074
H 0.12 -1.44 0.86  0.064
H 0.08 1.57 1.19  0.097
H -0.90 0.65 0.02  0.086
H 1.15 1.87 -1.01  0.065
H 1.20 0.11 -1.33  0.064
H 2.22 0.81 -0.04  0.065
O -1.81 -0.98 -2.00  -0.087
H -2.76 -1.23 -2.06  0.052
H -1.48 -1.43 -1.19  0.036

---

[8]
Below is a 2-piece molecular cluster, C3H10O overall in a non-equilibrium geometry, with properties calculated with ωB97M-V with the def2-TZVPD basis set.

2S+1	1
energy relative to the best compared isomer or geometry (same formula, charge and spin)	21.77	kcal/mol
SMILES	CC.CO
Kohn-Sham gap	11.49	eV
HOMO energy	-10.5345	eV
total energy	-195.4942	Ha

Last column: Löwdin charge in e.
Atoms and positions in Å:
C 0.62 0.10 -1.13  -0.171
C 0.94 0.00 -2.65  -0.150
H 1.26 0.80 -0.59  0.064
H -0.44 0.14 -0.99  0.042
H 0.91 -0.84 -0.63  0.058
H 1.37 0.95 -2.95  0.055
H 0.02 -0.12 -3.20  0.057
H 1.63 -0.80 -2.80  0.044
C -0.26 -0.02 2.31  -0.196
O -1.32 -0.11 1.40  -0.121
H -0.45 -0.48 3.29  0.079
H 0.59 -0.64 1.98  0.076
H 0.17 0.98 2.34  0.075
H -2.13 0.30 1.72  0.089

---

[9]
Below is a 2-piece molecular cluster, C3H10O overall in a non-equilibrium geometry, with properties calculated with ωB97M-V with the def2-TZVPD basis set.

2S+1	1
energy relative to the best compared isomer or geometry (same formula, charge and spin)	32.58	kcal/mol
SMILES	CC.CO
Kohn-Sham gap	11.07	eV
HOMO energy	-10.1699	eV
total energy	-195.4770	Ha

Last column: Löwdin charge in e.
Atoms and positions in Å:
C -1.05 0.30 -1.82  -0.171
C -1.48 1.32 -0.68  -0.148
H -0.01 0.61 -2.10  0.053
H -0.80 -0.71 -1.46  0.049
H -1.54 0.49 -2.78  0.060
H -2.43 0.87 -0.33  0.063
H -1.56 2.33 -1.11  0.069
H -0.78 1.24 0.12  0.021
C 1.82 -1.05 1.02  -0.153
O 0.62 -0.50 1.56  -0.149
H 2.53 -0.98 1.88  0.095
H 1.55 -1.89 0.43  0.067
H 2.36 -0.38 0.33  0.069
H -0.20 -0.95 1.32  0.075

---

[10]
Below is a 2-piece molecular cluster, C3H10O overall in a non-equilibrium geometry, with properties calculated with ωB97M-V with the def2-TZVPD basis set.

expectation value of S²	0.754
net charge	+1
2S+1	2
energy relative to the best compared isomer or geometry (same formula, charge and spin)	21.32	kcal/mol
Kohn-Sham gap (alpha / beta)	8.87 / 2.39	eV
HOMO energy (alpha / beta)	-13.5858 / -13.5858	eV
total energy	-195.0973	Ha

Last column: Löwdin charge in e.
Atoms and positions in Å:
C -3.74 -1.61 -0.26  -0.157
C -2.56 -0.78 0.33  -0.179
H -4.44 -1.93 0.51  0.058
H -4.38 -1.04 -0.96  0.067
H -3.29 -2.39 -0.89  0.059
H -1.79 -1.29 0.88  0.044
H -2.89 0.02 1.01  0.056
H -2.06 -0.27 -0.50  0.053
C 4.40 1.72 -0.30  0.024
O 4.04 1.11 0.88  0.267
H 4.46 0.95 -1.13  0.189
H 5.41 2.10 -0.15  0.123
H 3.73 2.63 -0.36  0.194
H 3.11 0.78 0.93  0.204

---

[11]
Below is a 2-piece molecular cluster, C3H10O2 overall in a non-equilibrium geometry, with properties calculated with ωB97M-V with the def2-TZVPD basis set.

2S+1	1
energy relative to the best compared isomer or geometry (same formula, charge and spin)	22.48	kcal/mol
SMILES	CCO.CO
Kohn-Sham gap	11.16	eV
HOMO energy	-10.2397	eV
total energy	-270.7360	Ha

Last column: Löwdin charge in e.
Atoms and positions in Å:
C -1.44 -1.22 -1.69  -0.084
C -0.70 -0.61 -0.49  -0.325
O -0.87 -1.34 0.72  -0.087
H -1.22 -2.33 -1.79  0.094
H -1.17 -0.71 -2.61  0.070
H -2.50 -1.15 -1.54  0.060
H 0.38 -0.58 -0.61  0.104
H -1.02 0.38 -0.32  0.084
H -1.80 -1.59 0.73  0.074
C 1.65 1.37 1.60  -0.144
O 2.12 1.37 0.23  -0.162
H 0.65 1.01 1.69  0.041
H 1.66 2.43 2.05  0.099
H 2.29 0.70 2.18  0.077
H 1.98 2.28 -0.16  0.098

---

[12]
Below is a 2-piece molecular cluster, C3H10O2S2 overall in a non-equilibrium geometry, with properties calculated with ωB97M-V with the def2-TZVPD basis set.

2S+1	1
energy relative to the best compared isomer or geometry (same formula, charge and spin)	37.66	kcal/mol
SMILES	OCCCSS.O
Kohn-Sham gap	8.76	eV
HOMO energy	-8.4796	eV
total energy	-1067.0863	Ha

Last column: Löwdin charge in e.
Atoms and positions in Å:
O -0.38 -0.93 -1.27  -0.188
C 0.27 0.38 -1.28  -0.242
C -0.38 1.37 -0.29  -0.292
C -0.08 1.04 1.12  -0.545
S -0.78 -0.63 1.46  0.441
S -2.85 -0.44 1.60  0.298
H 0.08 -1.75 -0.98  0.058
H 0.39 0.82 -2.23  0.090
H 1.30 0.09 -1.04  0.094
H -1.43 1.49 -0.73  0.134
H 0.06 2.41 -0.44  0.128
H -0.45 1.84 1.83  0.094
H 0.95 1.16 1.44  0.083
H -3.54 -0.85 0.48  -0.175
O 2.33 -1.86 -0.24  -0.058
H 2.42 -2.81 0.11  0.105
H 2.09 -1.32 0.46  -0.027

---

Repeat the eleventh record exactly.
Below is a 2-piece molecular cluster, C3H10O2 overall in a non-equilibrium geometry, with properties calculated with ωB97M-V with the def2-TZVPD basis set.

2S+1	1
energy relative to the best compared isomer or geometry (same formula, charge and spin)	22.48	kcal/mol
SMILES	CCO.CO
Kohn-Sham gap	11.16	eV
HOMO energy	-10.2397	eV
total energy	-270.7360	Ha

Last column: Löwdin charge in e.
Atoms and positions in Å:
C -1.44 -1.22 -1.69  -0.084
C -0.70 -0.61 -0.49  -0.325
O -0.87 -1.34 0.72  -0.087
H -1.22 -2.33 -1.79  0.094
H -1.17 -0.71 -2.61  0.070
H -2.50 -1.15 -1.54  0.060
H 0.38 -0.58 -0.61  0.104
H -1.02 0.38 -0.32  0.084
H -1.80 -1.59 0.73  0.074
C 1.65 1.37 1.60  -0.144
O 2.12 1.37 0.23  -0.162
H 0.65 1.01 1.69  0.041
H 1.66 2.43 2.05  0.099
H 2.29 0.70 2.18  0.077
H 1.98 2.28 -0.16  0.098